This record from OMol25 describes C27H33N6O8PRuS as an isolated structure. The level of theory is ωB97M-V/def2-TZVPD.

* total charge: +1
* relative energy (zero: lowest compared OMol25 entry of this formula, charge and spin): 0.0 kJ/mol
* gap between HOMO and LUMO (spin up / spin down): 6.103 / 5.879 eV
* HOMO level (spin up / spin down): -10.0 / -9.9 eV
* LUMO level (spin up / spin down): -3.9 / -4.1 eV
* spin multiplicity: 2

XYZ file:
```
77
Properties=species:S:1:pos:R:3:mulliken_spin:R:1
Ru 0.0835 0.4068 -0.7066 0.82
C -4.0345 1.0546 -1.9264 0.00
C -2.5679 0.7952 -1.8539 -0.02
N -1.9315 0.7737 -0.6584 -0.01
N -2.5587 0.7932 0.4843 0.01
C -1.7500 0.6234 1.5187 0.00
O -0.4988 0.3867 1.3214 0.06
C -2.2524 0.6279 2.8898 0.01
C -3.6063 0.4644 3.1856 0.00
C -4.0154 0.4188 4.5054 0.00
C -3.0887 0.5397 5.5313 0.00
C -1.7457 0.7239 5.2396 0.00
C -1.3241 0.7549 3.9268 0.00
C -1.7602 0.6101 -2.9811 0.02
C -2.2569 0.7040 -4.3113 0.00
C -1.4077 0.5913 -5.3708 0.00
C -0.0343 0.4217 -5.1224 0.00
C 0.3954 0.3231 -3.8187 0.00
N -0.4125 0.3700 -2.7657 0.02
H -4.4619 1.0528 -0.9285 0.00
H -4.5385 0.3097 -2.5387 0.00
H -4.2176 2.0294 -2.3781 0.00
H -4.3133 0.3726 2.3758 0.00
H -5.0605 0.2893 4.7423 0.00
H -3.4069 0.4980 6.5615 0.00
H -1.0259 0.8473 6.0336 0.00
H -0.2833 0.8977 3.6734 0.00
H -3.3097 0.8775 -4.4615 0.00
H -1.7754 0.6489 -6.3815 0.00
H 0.6741 0.3614 -5.9290 0.00
H 1.4503 0.2026 -3.6100 0.00
O 0.3540 2.6086 -1.3895 0.00
C 0.4535 3.5530 -0.6063 0.00
C 1.3182 3.6698 0.5342 -0.02
C 1.5190 4.9450 1.0550 0.00
C 2.4288 5.1661 2.0688 0.00
C 3.1448 4.0965 2.6292 0.00
C 2.9481 2.8295 2.1651 0.01
C 2.0245 2.5361 1.0995 0.01
O 1.8569 1.3436 0.7322 0.10
N 2.6600 6.5066 2.5364 0.00
O 2.0546 7.3998 1.9836 0.00
O 3.4483 6.6507 3.4448 0.00
H -0.1786 4.4420 -0.7784 0.00
H 0.9825 5.7855 0.6394 0.00
H 3.8514 4.3039 3.4209 0.00
H 3.4810 2.0019 2.6087 0.00
C 3.4096 -3.4496 0.6219 0.00
N 3.0735 -2.1540 0.0748 0.00
C 2.9160 -1.7572 -1.1808 0.01
S 2.5684 -0.0926 -1.4199 0.02
N 3.0602 -2.4908 -2.2880 0.00
C 3.7331 -3.7578 -2.5002 0.00
H 3.7326 -3.3085 1.6507 0.00
H 4.2157 -3.9199 0.0648 0.00
H 2.5416 -4.1099 0.6207 0.00
H 2.8427 -1.4343 0.7520 0.00
H 2.9062 -1.9481 -3.1274 0.00
H 4.8056 -3.6600 -2.3268 0.00
H 3.5823 -4.0406 -3.5384 0.00
H 3.3216 -4.5417 -1.8691 0.00
C 0.2358 -4.2485 -1.9728 0.00
O -0.8069 -3.4287 -1.4868 0.00
P -0.5742 -2.1651 -0.5044 -0.02
O -2.0789 -1.9987 0.0300 0.00
C -3.2491 -2.3740 -0.6937 0.00
O 0.1027 -2.9770 0.7251 0.00
C 0.3401 -2.3497 1.9758 0.00
H -0.2481 -5.0466 -2.5335 0.00
H 0.8029 -4.6787 -1.1477 0.00
H 0.9038 -3.6870 -2.6263 0.00
H -4.0638 -1.7836 -0.2771 0.00
H -3.4487 -3.4348 -0.5452 0.00
H -3.1420 -2.1743 -1.7603 0.00
H 0.8302 -3.0931 2.6051 0.00
H -0.5982 -2.0351 2.4364 0.00
H 0.9734 -1.4663 1.8469 0.00
```



This record from OMol25 describes a single C27H33NO4 molecule. The level of theory is ωB97M-V/def2-TZVPD.

* total charge: 0
* relative energy (zero: lowest compared OMol25 entry of this formula, charge and spin): 311.2 kJ/mol
* gap between HOMO and LUMO: 9.164 eV
* HOMO level: -8.4 eV
* SMILES: CCOC(=O)C1(CCOc2ccccc2)CCN(Cc2ccc(C#CCCO)cc2)CC1
* LUMO level: 0.7 eV

XYZ file:
```
65
Properties=species:S:1:pos:R:3:nbo_charge:R:1
C -1.9863 -1.7945 -0.6622 -0.64
C -0.6393 -2.5009 -0.5982 -0.08
O 0.4185 -1.5690 -0.3677 -0.52
C 0.9206 -0.9393 -1.4300 0.83
O 0.5859 -1.1761 -2.5637 -0.62
C 2.0046 0.0756 -1.0751 -0.17
C 3.3473 -0.5435 -1.5113 -0.41
C 3.7395 -1.8105 -0.7421 -0.07
O 4.1988 -1.5605 0.5678 -0.52
C 5.4214 -0.9884 0.7598 0.39
C 5.7100 -0.6307 2.0782 -0.29
C 6.9251 -0.0645 2.4008 -0.19
C 7.8756 0.1586 1.4166 -0.25
C 7.5939 -0.1950 0.1108 -0.19
C 6.3764 -0.7643 -0.2260 -0.34
C 1.7406 1.3413 -1.9031 -0.38
C 0.4443 2.0064 -1.4529 -0.23
N 0.5338 2.3824 -0.0559 -0.44
C -0.5805 3.2146 0.3861 -0.23
C -1.9162 2.5148 0.3397 -0.05
C -2.6737 2.5062 -0.8275 -0.16
C -3.8401 1.7724 -0.9133 -0.18
C -4.2793 1.0250 0.1790 -0.12
C -5.4627 0.2541 0.0926 -0.03
C -6.4624 -0.4093 0.0042 0.03
C -7.6720 -1.1988 -0.0732 -0.50
C -8.2238 -1.5059 1.3279 -0.04
O -9.3670 -2.3235 1.2867 -0.71
C -3.5378 1.0478 1.3603 -0.18
C -2.3719 1.7840 1.4328 -0.20
C 0.7337 1.2170 0.7865 -0.22
C 2.0100 0.4745 0.4008 -0.40
H -2.1625 -1.2272 0.2490 0.22
H -2.0108 -1.1124 -1.5089 0.22
H -2.7807 -2.5256 -0.7802 0.22
H -0.4451 -3.0343 -1.5346 0.20
H -0.5973 -3.1942 0.2444 0.19
H 3.2777 -0.7938 -2.5722 0.23
H 4.1306 0.2067 -1.3850 0.22
H 4.4931 -2.3716 -1.3099 0.18
H 2.8692 -2.4575 -0.6064 0.20
H 4.9594 -0.8129 2.8311 0.22
H 7.1326 0.2062 3.4255 0.21
H 8.8264 0.6036 1.6673 0.21
H 8.3272 -0.0281 -0.6648 0.21
H 6.1923 -1.0314 -1.2549 0.22
H 1.6645 1.0810 -2.9597 0.23
H 2.5680 2.0385 -1.7658 0.21
H 0.2811 2.9144 -2.0400 0.20
H -0.3970 1.3170 -1.6460 0.17
H -0.3590 3.5330 1.4090 0.20
H -0.5969 4.1004 -0.2554 0.20
H -2.3470 3.0861 -1.6791 0.21
H -4.4182 1.7681 -1.8259 0.22
H -7.4613 -2.1406 -0.5890 0.24
H -8.4236 -0.6520 -0.6541 0.22
H -7.4825 -2.0646 1.9042 0.18
H -8.4337 -0.5635 1.8549 0.16
H -10.0607 -1.8685 0.7959 0.46
H -3.8828 0.4822 2.2142 0.22
H -1.8066 1.7959 2.3541 0.21
H 0.8234 1.5624 1.8204 0.20
H -0.1193 0.5219 0.7310 0.18
H 2.1172 -0.4035 1.0357 0.23
H 2.8666 1.1301 0.5707 0.21
```



This record from OMol25 describes C27H34AsN5O2Pt as an isolated structure. The level of theory is ωB97M-V/def2-TZVPD.

* total charge: +4
* gap between HOMO and LUMO: 5.793 eV
* HOMO level: -20.0 eV
* LUMO level: -14.3 eV

XYZ file:
```
70
Properties=species:S:1:pos:R:3:lowdin_charge:R:1
Pt -0.0513 -0.6228 0.0334 1.21
C 4.9456 0.6466 1.6693 0.03
N 4.2655 -0.4984 1.0192 -0.14
C 5.0594 -1.7295 0.7797 0.04
C 3.0049 -0.4725 0.7899 -0.20
N 1.8605 -0.4558 0.5788 0.03
H 5.9036 0.7962 1.1767 0.11
H 5.1081 0.4283 2.7236 0.11
H 4.3462 1.5478 1.5640 0.09
H 5.8919 -1.4866 0.1229 0.11
H 4.4361 -2.4903 0.3172 0.10
H 5.4399 -2.0957 1.7315 0.11
C -0.5495 -0.7069 5.4210 0.03
N -0.2329 -1.3022 4.1075 -0.09
C 0.2267 -2.7013 4.0632 0.03
C -0.4705 -0.6641 3.0000 -0.41
C -1.0076 0.7305 3.0085 0.04
O -0.2988 -1.3228 1.8879 -0.19
H -0.0494 -1.2866 6.1892 0.11
H -1.6235 -0.7361 5.6035 0.12
H -0.1944 0.3185 5.4761 0.10
H 0.5041 -3.0089 5.0652 0.11
H 1.0884 -2.7880 3.4058 0.10
H -0.5702 -3.3491 3.7004 0.11
H -1.9817 0.7480 3.5014 0.12
H -1.1188 1.0978 1.9912 0.05
H -0.3546 1.4022 3.5662 0.11
C 0.5059 5.6346 0.3139 0.03
C 1.4416 4.6177 0.5293 -0.02
C 1.1658 3.3312 0.1244 -0.09
C -0.0625 3.0696 -0.5028 -0.35
C -1.0105 4.0850 -0.7156 -0.06
C -0.7138 5.3693 -0.3041 0.00
As -0.4471 1.3951 -1.2489 1.46
C 0.4860 0.0871 -2.2150 -0.36
C 1.8669 -0.2906 -2.2420 -0.07
C 2.3137 -1.1132 -3.2345 0.00
C 1.4133 -1.5879 -4.2072 0.08
C 0.0660 -1.2181 -4.2194 0.04
C -0.4306 -0.3882 -3.2404 -0.16
C -1.7961 0.1709 -3.2079 -0.20
C -2.8187 -0.1549 -4.0794 0.05
C -4.0764 0.4431 -3.9230 0.02
C -4.3137 1.3425 -2.8977 0.00
C -3.2900 1.6843 -2.0095 -0.04
C -2.0431 1.1198 -2.2035 -0.30
H 0.7388 6.6450 0.6258 0.14
H 2.3855 4.8503 1.0031 0.13
H 1.8857 2.5375 0.2814 0.09
H -1.9437 3.8878 -1.2246 0.10
H -1.4233 6.1672 -0.4769 0.14
H 2.5558 0.1075 -1.5160 0.09
H 3.3571 -1.3909 -3.2934 0.14
H 1.7856 -2.2412 -4.9884 0.15
H -0.5683 -1.5631 -5.0249 0.14
H -2.6676 -0.8602 -4.8861 0.14
H -4.8728 0.1940 -4.6121 0.14
H -5.2904 1.7947 -2.7865 0.14
H -3.4844 2.3878 -1.2105 0.12
C -0.7293 -3.4754 -0.8287 -0.03
N -2.1142 -3.2261 -0.4541 0.08
C -2.6638 -2.0356 -0.2460 -0.50
N -3.9673 -1.9402 -0.0151 0.25
O -2.0085 -0.9175 -0.2741 -0.21
H -0.6302 -4.5295 -1.0760 0.12
H -0.0459 -3.2851 0.0042 0.08
H -0.4491 -2.9009 -1.7139 0.08
H -2.7234 -4.0298 -0.4044 0.17
H -4.5885 -2.7335 -0.0658 0.15
H -4.3723 -1.0381 0.1735 0.14
```



no.,DFT total energy (a.u.)
1,-2813.2834
2,-1404.3208
3,-3827.1153